1.
Here is C14H19Cl5CuGeO5S as an isolated structure in a non-equilibrium geometry from the OMol25 dataset. Energies are from ωB97M-V/def2-TZVPD.

Geometry (Å):
1 Cu -2.518 -0.374 1.252
2 C -5.296 -4.124 0.305
3 C -3.416 -2.587 0.682
4 O -0.457 0.878 1.012
5 O -2.491 -2.147 1.450
6 H 2.723 -0.029 0.345
7 H 4.761 0.687 4.030
8 H 3.789 1.846 -3.550
9 C 2.382 0.592 -2.520
10 C 3.860 0.937 3.475
11 S -1.596 1.512 1.840
12 H 2.736 0.893 -1.532
13 H 3.002 0.520 3.997
14 C 2.625 0.514 1.288
15 H 3.035 2.470 0.453
16 Cl -6.402 -5.272 0.915
17 C -4.333 -3.572 1.138
18 H 0.730 -0.564 -1.760
19 H -0.983 1.210 -1.844
20 Ge 0.497 2.109 -0.001
21 C -4.482 -2.763 -1.520
22 H -0.222 3.440 0.175
23 H 2.906 -0.320 -2.818
24 H 3.761 2.019 3.465
25 C -3.534 -2.212 -0.679
26 Cl -2.467 -0.964 -1.211
27 O -1.894 0.486 2.856
28 H 4.740 0.882 1.511
29 O -2.739 1.439 0.902
30 Cl -4.586 -2.284 -3.152
31 H 2.355 1.462 -4.502
32 C 3.941 0.377 2.059
33 C 0.079 1.475 -1.885
34 H 2.087 2.497 1.950
35 H 4.201 -0.683 2.110
36 H 0.167 2.324 -2.565
37 C 2.713 1.706 -3.505
38 H 1.820 0.039 1.854
39 Cl -6.581 -4.372 -2.048
40 O -1.236 2.799 2.309
41 C -5.379 -3.723 -1.028
42 Cl -4.200 -4.057 2.757
43 C 0.887 0.295 -2.418
44 H 2.266 2.646 -3.191
45 H 0.511 0.030 -3.409
46 C 2.241 1.967 1.007

Summary:
E (hartree): -7337.593825
<S²>: 0.75
Multiplicity: 2

***

2.
Here is an isolated molecule of C14H19F3N2O2 from the OMol25 dataset. Energies are from ωB97M-V/def2-TZVPD.

Geometry (Å):
1 C 7.366 0.672 1.627
2 F -4.269 1.929 0.341
3 H -1.799 0.543 1.312
4 H -4.980 -1.084 -0.779
5 C 0.352 -2.029 -0.569
6 F -5.362 1.418 -1.438
7 N 2.912 0.482 -0.147
8 C 0.074 0.173 0.344
9 C 7.259 0.642 -0.757
10 C -3.061 -1.821 1.068
11 N 6.549 0.961 0.466
12 H 2.542 0.805 0.732
13 C 5.265 0.289 0.545
14 H -1.294 -3.369 -0.314
15 H 6.674 0.964 -1.615
16 C -1.685 -1.456 0.567
17 H -3.015 -2.079 2.131
18 C -4.308 -0.359 -0.294
19 H 6.841 0.989 2.526
20 H 7.467 -0.435 -0.855
21 H 7.612 -0.397 1.722
22 H 0.961 -2.732 -1.116
23 C -5.030 0.980 -0.212
24 O 2.668 -0.973 -1.858
25 C 4.267 0.858 -0.471
26 H 5.355 -0.803 0.400
27 H 4.458 0.469 -1.473
28 C 0.860 -0.755 -0.331
29 H 4.866 0.462 1.549
30 C -1.185 -0.178 0.792
31 C 2.223 -0.441 -0.860
32 H 8.206 1.180 -0.765
33 H 4.355 1.948 -0.480
34 F -6.160 0.918 0.493
35 H 0.425 1.183 0.500
36 C -0.908 -2.377 -0.124
37 H -3.452 -2.686 0.514
38 O -3.980 -0.745 1.011
39 H 8.295 1.235 1.554
40 H -3.415 -0.218 -0.919

Summary:
SMILES: CN(C)CCNC(=O)c1ccc(COCC(F)(F)F)cc1
Energy above the lowest of the compared OMol25 structures with the same formula, charge and spin (kcal/mol): 0.00
E (hartree): -1104.479930

***

3.
Here is C14H19IN4ORuS3 as an isolated structure in a non-equilibrium geometry from the OMol25 dataset. Energies are from ωB97M-V/def2-TZVPD.

Geometry (Å):
1 H 1.533 0.793 2.836
2 C 1.027 -4.980 1.236
3 S -4.243 2.087 0.401
4 N -1.900 1.148 0.281
5 H -1.541 -0.895 -2.134
6 H 0.034 -5.361 1.460
7 C -3.596 -0.659 0.299
8 N 0.950 -3.833 0.318
9 H 2.767 -2.437 2.446
10 H -4.166 -0.899 1.197
11 H 0.558 -0.192 3.977
12 Ru -0.048 -0.054 -0.037
13 C -0.408 3.043 0.203
14 C 1.719 -4.362 2.466
15 H 2.989 1.372 -1.231
16 H 1.614 -5.780 0.784
17 I -0.277 1.264 -3.084
18 S 1.976 -1.365 -0.157
19 C 1.788 2.697 -0.091
20 H -0.607 5.226 0.163
21 C -0.001 4.336 0.117
22 H -3.092 4.254 0.396
23 H 1.030 -4.231 3.300
24 H 2.573 -4.944 2.803
25 C -3.152 0.761 0.322
26 C 1.652 -2.802 0.752
27 H 0.158 -1.328 -2.579
28 C 3.064 1.968 -0.318
29 O -0.686 -1.351 1.966
30 H -2.735 -1.321 0.249
31 C -2.937 3.187 0.368
32 N 2.140 -3.050 1.954
33 H 3.276 1.284 0.505
34 C -1.757 2.519 0.304
35 N 0.624 2.132 0.101
36 H -4.244 -0.845 -0.559
37 H 0.581 -3.906 -0.615
38 H 3.894 2.661 -0.425
39 C -0.048 -0.338 1.958
40 H -0.097 1.300 3.265
41 C -0.496 -0.599 -2.119
42 S 1.688 4.411 -0.117
43 C 0.537 0.427 3.081

Summary:
Total charge: +2
Energy above the lowest of the compared OMol25 structures with the same formula, charge and spin (kcal/mol): 10.98
E (hartree): -2425.733752

***

- Which value of E does entry 2 give?
  -1104.479930 hartree

***

Copy entry 3 word for word.
Here is C14H19IN4ORuS3 as an isolated structure in a non-equilibrium geometry from the OMol25 dataset. Energies are from ωB97M-V/def2-TZVPD.

Geometry (Å):
1 H 1.533 0.793 2.836
2 C 1.027 -4.980 1.236
3 S -4.243 2.087 0.401
4 N -1.900 1.148 0.281
5 H -1.541 -0.895 -2.134
6 H 0.034 -5.361 1.460
7 C -3.596 -0.659 0.299
8 N 0.950 -3.833 0.318
9 H 2.767 -2.437 2.446
10 H -4.166 -0.899 1.197
11 H 0.558 -0.192 3.977
12 Ru -0.048 -0.054 -0.037
13 C -0.408 3.043 0.203
14 C 1.719 -4.362 2.466
15 H 2.989 1.372 -1.231
16 H 1.614 -5.780 0.784
17 I -0.277 1.264 -3.084
18 S 1.976 -1.365 -0.157
19 C 1.788 2.697 -0.091
20 H -0.607 5.226 0.163
21 C -0.001 4.336 0.117
22 H -3.092 4.254 0.396
23 H 1.030 -4.231 3.300
24 H 2.573 -4.944 2.803
25 C -3.152 0.761 0.322
26 C 1.652 -2.802 0.752
27 H 0.158 -1.328 -2.579
28 C 3.064 1.968 -0.318
29 O -0.686 -1.351 1.966
30 H -2.735 -1.321 0.249
31 C -2.937 3.187 0.368
32 N 2.140 -3.050 1.954
33 H 3.276 1.284 0.505
34 C -1.757 2.519 0.304
35 N 0.624 2.132 0.101
36 H -4.244 -0.845 -0.559
37 H 0.581 -3.906 -0.615
38 H 3.894 2.661 -0.425
39 C -0.048 -0.338 1.958
40 H -0.097 1.300 3.265
41 C -0.496 -0.599 -2.119
42 S 1.688 4.411 -0.117
43 C 0.537 0.427 3.081

Summary:
Total charge: +2
Energy above the lowest of the compared OMol25 structures with the same formula, charge and spin (kcal/mol): 10.98
E (hartree): -2425.733752

***

What did the first record say?
Here is C14H19Cl5CuGeO5S as an isolated structure in a non-equilibrium geometry from the OMol25 dataset. Energies are from ωB97M-V/def2-TZVPD.

Geometry (Å):
1 Cu -2.518 -0.374 1.252
2 C -5.296 -4.124 0.305
3 C -3.416 -2.587 0.682
4 O -0.457 0.878 1.012
5 O -2.491 -2.147 1.450
6 H 2.723 -0.029 0.345
7 H 4.761 0.687 4.030
8 H 3.789 1.846 -3.550
9 C 2.382 0.592 -2.520
10 C 3.860 0.937 3.475
11 S -1.596 1.512 1.840
12 H 2.736 0.893 -1.532
13 H 3.002 0.520 3.997
14 C 2.625 0.514 1.288
15 H 3.035 2.470 0.453
16 Cl -6.402 -5.272 0.915
17 C -4.333 -3.572 1.138
18 H 0.730 -0.564 -1.760
19 H -0.983 1.210 -1.844
20 Ge 0.497 2.109 -0.001
21 C -4.482 -2.763 -1.520
22 H -0.222 3.440 0.175
23 H 2.906 -0.320 -2.818
24 H 3.761 2.019 3.465
25 C -3.534 -2.212 -0.679
26 Cl -2.467 -0.964 -1.211
27 O -1.894 0.486 2.856
28 H 4.740 0.882 1.511
29 O -2.739 1.439 0.902
30 Cl -4.586 -2.284 -3.152
31 H 2.355 1.462 -4.502
32 C 3.941 0.377 2.059
33 C 0.079 1.475 -1.885
34 H 2.087 2.497 1.950
35 H 4.201 -0.683 2.110
36 H 0.167 2.324 -2.565
37 C 2.713 1.706 -3.505
38 H 1.820 0.039 1.854
39 Cl -6.581 -4.372 -2.048
40 O -1.236 2.799 2.309
41 C -5.379 -3.723 -1.028
42 Cl -4.200 -4.057 2.757
43 C 0.887 0.295 -2.418
44 H 2.266 2.646 -3.191
45 H 0.511 0.030 -3.409
46 C 2.241 1.967 1.007

Summary:
E (hartree): -7337.593825
<S²>: 0.75
Multiplicity: 2

***

- Among the records above, which one has the highest E?
  C14H19F3N2O2